# H58O29

29 unconnected molecules or ions with the total composition H58O29 (ωB97M-V with the def2-TZVPD basis set, OMol25).

```
87
Properties=species:S:1:pos:R:3:forces:R:3:mulliken_charge:R:1
O 1.796127 3.902822 1.539756 0.2557 -0.6423 -0.1720 -0.594
H 0.832995 3.941663 1.672927 -0.1118 0.3752 -0.1365 0.356
H 2.212800 4.032597 2.394872 0.0032 0.2452 0.3257 0.292
O 1.784725 1.662042 -0.209006 0.0305 -0.3424 0.3810 -0.515
H 2.109050 2.377059 -0.762096 -0.2058 0.4438 -0.0577 0.298
H 1.632946 2.061078 0.670968 0.1652 0.3429 -0.4682 0.155
O 2.558820 1.094539 3.645003 -1.2932 -2.5530 1.6275 -0.553
H 1.951714 1.805173 3.629078 -0.2948 1.3996 -0.5564 0.249
H 3.357989 1.194234 3.175253 1.5270 1.0736 -1.0826 0.325
O -1.030301 1.579255 -6.885091 0.1959 0.1188 -0.1873 -0.669
H -1.096536 2.410876 -7.370315 -0.0699 -0.1355 0.1281 0.291
H -0.212252 1.168707 -7.203874 0.0869 -0.0555 0.1723 0.327
O 1.909118 4.717242 4.565754 -1.6439 -1.0518 0.6570 -0.662
H 0.919896 4.871339 4.472115 1.4253 -0.2126 -0.0202 0.378
H 1.933913 3.938958 5.182091 0.1460 1.1036 -0.7849 0.303
O -1.837311 1.844051 3.788117 1.2185 -2.6095 0.5534 -0.681
H -1.348684 0.921105 3.944047 -0.6536 2.2639 -0.6027 0.359
H -2.725410 1.481560 3.745479 -0.5049 0.4283 -0.1624 0.309
O -1.187038 4.595310 4.490659 1.0478 2.4038 1.2004 -0.629
H -1.091654 4.715064 5.462780 -0.3884 -0.3588 -1.1074 0.297
H -1.446021 3.716200 4.313785 -0.5829 -2.1808 -0.0915 0.392
O -3.309908 -4.289096 0.477755 -0.8432 -0.0097 1.2164 -0.644
H -3.788760 -5.016613 0.919625 0.3822 0.1249 -0.5977 0.286
H -3.541105 -3.569147 1.115246 0.4783 -0.2254 -0.3803 0.349
O -2.923868 -1.731178 -1.570989 1.2081 -0.7400 -0.5259 -0.619
H -2.518069 -1.433425 -2.402234 -0.5695 0.5980 -0.0275 0.322
H -2.333535 -2.510313 -1.513728 -0.7238 0.0759 0.7638 0.219
O -0.673075 -3.752921 0.192092 -0.1853 0.1221 0.0157 -0.835
H 0.137445 -4.110771 0.620486 -0.2454 0.0143 -0.2368 0.386
H -1.484380 -4.227498 0.439663 -0.0480 -0.0625 0.0371 0.363
O -0.494638 -1.171644 1.151133 -0.0735 -0.1023 -0.4243 -0.255
H 0.443334 -1.084082 0.915020 -0.0978 -0.1710 -0.0537 0.221
H -0.821138 -1.957712 0.633388 0.5127 0.5398 0.7014 0.208
O 1.342410 2.364978 -3.507705 0.3234 -1.7268 1.2738 -0.636
H 1.099630 1.398835 -3.469549 0.6146 0.8123 0.0738 0.403
H 0.742154 2.671431 -4.153680 -0.9214 0.8101 -1.3495 0.294
O 2.637472 -1.623908 1.633523 0.0319 0.9056 0.7892 -0.498
H 2.611055 -0.944022 2.343505 -0.0037 -0.5562 -0.4722 0.225
H 3.259471 -1.234655 0.982506 -0.2458 -0.0240 -0.0727 0.339
O 1.381960 -0.604122 -3.727124 1.3769 1.0048 -0.2722 -0.629
H 0.649055 -1.215526 -3.683460 -0.2130 -0.8717 0.2784 0.397
H 2.238943 -0.985907 -3.443213 -1.0698 -0.1430 -0.0841 0.248
O -1.841461 0.716038 -4.303967 0.6474 -0.9639 -2.4934 -0.609
H -1.985697 1.439559 -3.735052 -0.1870 1.4614 1.6424 0.322
H -1.563940 1.140744 -5.163499 -0.3453 -0.6543 0.7344 0.262
O -0.895396 4.172773 1.257832 0.5133 -0.8551 -0.8069 -0.718
H -1.180285 4.727766 1.965587 -0.5200 0.4490 0.9267 0.289
H -1.228671 3.267963 1.400985 -0.3098 0.3741 -0.0494 0.385
O -4.293587 -0.383488 0.797152 -0.3739 0.7180 0.4615 -0.661
H -3.936938 -1.041153 0.203264 0.3335 -0.0473 -0.7841 0.324
H -4.045912 0.492805 0.439616 0.1026 -0.8024 0.3111 0.301
O 0.440280 -3.573091 -2.200627 0.7435 0.0503 -1.0743 -0.735
H -0.072506 -3.622318 -1.390408 -0.3922 -0.1572 0.7919 0.493
H -0.195617 -3.470638 -2.917883 0.1409 0.1827 0.1158 0.302
O 3.799384 -0.192446 -0.490061 -1.2566 0.4508 -0.7626 -0.707
H 3.284932 -0.805106 -1.078582 0.9535 0.4168 0.6141 0.281
H 3.221896 0.630112 -0.497149 0.5006 -1.2611 0.1513 0.492
O -2.245677 -3.361048 5.142057 0.5576 -0.3557 -1.3823 -0.690
H -1.896768 -3.723899 4.267256 -0.5103 1.0580 1.8001 0.330
H -1.783584 -2.519520 5.316338 -0.0334 -0.5732 -0.4888 0.334
O 4.551283 1.651741 1.756854 0.3509 0.0604 0.4263 -0.683
H 3.794074 1.576913 1.189266 -0.8284 0.1948 -0.4562 0.313
H 5.216879 1.212976 1.226632 0.4462 -0.2320 0.0169 0.359
O -0.521092 -0.630961 3.862519 -0.3828 0.4101 1.3236 -0.687
H -0.370703 -0.984168 2.982042 0.0659 -0.1875 -0.9189 0.360
H 0.318366 -0.434476 4.289695 0.2423 -0.1579 -0.2718 0.305
O 3.185950 -2.574784 -1.936504 1.1448 -0.3695 -0.0877 -0.649
H 2.277136 -2.820034 -2.062471 -1.4932 -0.4096 -0.0539 0.368
H 3.654504 -3.423321 -2.040131 -0.0869 0.7008 0.0293 0.280
O -1.157185 -1.886126 -3.950903 -0.2335 1.0084 -0.5252 -0.569
H -1.388344 -0.925661 -4.170761 0.1398 -0.7262 0.3828 0.345
H -1.394323 -2.366888 -4.751456 -0.0543 -0.0350 0.0090 0.268
O -3.523650 -2.416211 2.702676 -0.1554 -0.1487 0.5727 -0.636
H -3.988816 -1.662231 2.307207 0.0926 0.2627 0.2610 0.303
H -3.619502 -2.396663 3.683561 0.0616 -0.0240 -1.0527 0.326
O 1.881132 0.068634 -6.934414 1.0047 0.3424 0.4767 -0.653
H 1.811299 -0.426313 -6.096214 -0.0697 0.3328 -0.2191 0.351
H 2.756925 0.523782 -6.858350 -1.1835 -0.5423 -0.1238 0.321
O -2.034286 1.665160 0.463193 0.9700 -1.2399 -1.1155 -0.682
H -1.856408 1.416509 -0.482519 -0.3432 0.4618 0.9734 0.291
H -1.492462 0.953994 0.880231 -0.5663 0.3453 0.1234 0.342
O -1.443869 2.857368 -2.479138 1.4974 0.7183 2.2546 -0.671
H -1.699119 3.058529 -1.530229 0.0621 -0.0956 -1.6095 0.290
H -0.446752 3.008092 -2.401900 -1.5472 -0.5088 -0.5032 0.361
O 1.769006 -4.156834 0.983808 -0.0757 -0.9346 -0.1285 -0.693
H 1.870253 -3.467511 1.651340 0.8216 0.3019 -0.3931 0.330
H 2.589954 -4.320156 0.488511 -0.4853 0.5489 0.6336 0.241
```
Forces are in eV/Å.

For the energy, the calculation gives -2216.8588 a.u. The net charge is 0. The value obtained for the HOMO-LUMO gap is 0.410 Eh. For the HOMO energy, the calculation gives -0.410 Eh. The LUMO energy is 0.00 eV. As for the multiplicity: 1.